DFT (the ωB97M-V functional and the def2-TZVPD basis) results for C43H39N8O4PbS2 as an isolated structure.

Element x y z (Å)
1 Pb 0.0719 0.6980 0.2033
2 C -5.1192 1.1113 3.4517
3 C -4.3841 0.0428 2.9552
4 C -3.5220 0.2156 1.8834
5 C -3.3703 1.4690 1.2866
6 C -4.1147 2.5407 1.7909
7 C -4.9800 2.3602 2.8580
8 N -2.4306 1.6479 0.2663
9 C -2.8013 2.1081 -0.9073
10 C -4.1723 2.1377 -1.3719
11 C -4.4834 2.5416 -2.6261
12 C -3.4911 2.9798 -3.5569
13 C -2.1937 3.0096 -3.1664
14 C -1.8234 2.6022 -1.8546
15 N -0.5753 2.7191 -1.3679
16 N 0.3210 3.3524 -2.0131
17 C 1.5110 3.4213 -1.2822
18 C 2.4822 4.3234 -1.7326
19 C 3.6313 4.4917 -0.9962
20 C 3.8239 3.7306 0.1558
21 C 2.8421 2.8249 0.4999
22 N 1.7027 2.6861 -0.1828
23 H -5.7860 0.9754 4.2939
24 H -4.4741 -0.9384 3.4065
25 H -2.9460 -0.6152 1.5012
26 H -3.9932 3.5184 1.3388
27 H -5.5421 3.2061 3.2367
28 H -4.9426 1.7750 -0.7054
29 H -5.5188 2.5058 -2.9463
30 H -3.7791 3.2606 -4.5613
31 H -1.4021 3.3308 -3.8308
32 H 2.2840 4.8779 -2.6392
33 H 4.3841 5.2017 -1.3165
34 H 4.7217 3.8136 0.7515
35 H 2.9621 2.1620 1.3504
36 C 5.1958 -3.7930 1.9390
37 C 3.7544 -3.4995 2.2375
38 C 2.7499 -3.9697 1.4035
39 C 1.4222 -3.6389 1.6273
40 C 1.0920 -2.8346 2.7037
41 C 2.0768 -2.3902 3.5771
42 C 3.3957 -2.7259 3.3385
43 S -0.5573 -2.2309 2.8972
44 O -0.9456 -2.4383 4.2737
45 O -1.3673 -2.9063 1.8949
46 N -0.4782 -0.7109 2.4654
47 C -0.0895 0.3150 3.2674
48 C -0.0572 0.3578 4.6819
49 C 0.3668 1.5049 5.3038
50 C 0.7460 2.6260 4.5590
51 C 0.6674 2.5241 3.1917
52 N 0.2725 1.4127 2.5661
53 H 5.3234 -4.0325 0.8856
54 H 5.5619 -4.6300 2.5418
55 H 5.8150 -2.9224 2.1528
56 H 3.0173 -4.5530 0.5307
57 H 0.6455 -3.9746 0.9537
58 H 1.8125 -1.7676 4.4232
59 H 4.1704 -2.3494 3.9971
60 H -0.3777 -0.5068 5.2386
61 H 0.3913 1.5412 6.3867
62 H 1.0719 3.5440 5.0260
63 H 0.9174 3.3601 2.5475
64 C 0.1773 1.0268 -5.4411
65 C 0.9655 0.4651 -4.2873
66 C 0.5294 -0.6709 -3.6172
67 C 1.2196 -1.1690 -2.5168
68 C 0.7735 -2.4293 -1.8257
69 C 2.3570 -0.4999 -2.0644
70 C 2.8695 0.5785 -2.7860
71 C 4.1979 1.1760 -2.4097
72 C 2.1552 1.0571 -3.8788
73 C 2.9904 -0.9047 -0.7428
74 O 4.0344 -1.5644 -0.7550
75 O 2.3551 -0.4817 0.2785
76 H -0.8786 0.7686 -5.3513
77 H 0.5370 0.6362 -6.3970
78 H 0.2585 2.1146 -5.4769
79 H -0.3864 -1.1617 -3.9310
80 H -0.0286 -2.9117 -2.3816
81 H 0.4130 -2.2247 -0.8149
82 H 1.6128 -3.1217 -1.7303
83 H 4.3092 1.2644 -1.3289
84 H 4.3280 2.1613 -2.8592
85 H 5.0066 0.5264 -2.7517
86 H 2.5243 1.9318 -4.4079
87 S -2.6879 -1.0514 -2.0550
88 C -2.9490 -2.6576 -1.7619
89 N -2.6631 -3.1561 -0.5023
90 C -2.8316 -4.4322 -0.1366
91 C -3.3173 -5.3244 -1.0426
92 C -3.6024 -4.7969 -2.3203
93 N -3.4402 -3.5526 -2.6801
94 H -2.2947 -2.5102 0.1963
95 H -2.5602 -4.6620 0.8854
96 H -3.4713 -6.3627 -0.7980
97 H -3.9888 -5.4597 -3.0914

Force components x, y, z for each atom (eV/Å):
Pb -0.105 -0.428 -0.321
C 0.010 0.025 -0.029
C 0.013 -0.038 -0.003
C -0.071 0.053 0.028
C 0.015 -0.220 -0.047
C 0.020 0.006 -0.010
C -0.010 -0.008 0.032
N 0.153 0.317 0.106
C -0.125 -0.065 -0.083
C 0.052 -0.011 0.067
C 0.006 0.031 -0.071
C -0.044 -0.035 0.005
C 0.009 0.021 0.050
C 0.032 -0.060 -0.007
N -0.021 0.178 0.114
N 0.027 -0.037 -0.008
C 0.058 0.101 -0.035
C -0.021 0.008 -0.015
C 0.041 -0.008 0.012
C -0.005 0.006 -0.044
C -0.017 -0.088 0.041
N 0.061 -0.050 0.072
H -0.002 -0.001 -0.005
H 0.005 0.010 0.009
H 0.021 -0.004 0.012
H 0.002 -0.006 0.000
H -0.001 -0.004 0.000
H -0.008 0.000 -0.014
H 0.000 0.001 0.004
H -0.002 0.006 0.002
H -0.013 0.004 0.012
H 0.005 0.001 0.000
H 0.001 -0.005 0.001
H -0.001 0.000 -0.001
H 0.006 -0.006 -0.018
C 0.023 -0.011 0.035
C -0.040 0.018 -0.044
C -0.018 0.050 -0.041
C 0.004 0.013 -0.032
C 0.023 -0.028 -0.032
C -0.035 0.003 0.019
C 0.034 0.031 0.012
S -0.077 0.093 0.051
O 0.023 0.002 0.064
O 0.038 0.051 0.008
N 0.049 0.046 0.037
C 0.033 -0.001 -0.022
C 0.015 -0.001 -0.084
C -0.004 0.030 0.017
C -0.030 -0.039 0.018
C -0.088 0.065 -0.101
N 0.025 -0.011 -0.033
H 0.014 -0.025 -0.027
H 0.004 0.025 -0.037
H 0.014 0.005 0.021
H -0.015 -0.005 -0.002
H 0.002 0.024 -0.010
H 0.001 -0.010 -0.017
H -0.004 0.001 0.007
H -0.023 -0.044 0.028
H 0.008 -0.005 -0.002
H -0.002 -0.005 0.004
H 0.022 -0.021 0.001
C -0.005 -0.010 -0.017
C 0.001 0.023 -0.012
C -0.013 -0.021 -0.014
C 0.006 0.024 -0.023
C -0.072 0.052 0.020
C -0.015 -0.021 -0.015
C 0.002 -0.015 0.005
C -0.013 0.050 0.017
C -0.019 0.020 0.024
C 0.154 -0.025 -0.092
O -0.090 0.008 0.092
O -0.018 0.066 0.268
H 0.000 0.003 0.003
H 0.001 -0.002 -0.002
H 0.011 -0.001 0.008
H 0.024 0.005 -0.008
H -0.046 -0.026 -0.028
H -0.024 -0.007 0.075
H -0.008 -0.005 0.025
H -0.010 0.010 0.000
H -0.006 0.001 -0.005
H 0.002 0.000 0.012
H 0.001 -0.007 -0.005
S -0.032 0.040 -0.130
C -0.024 -0.074 0.172
N -0.026 0.099 0.013
C -0.022 -0.079 0.046
C -0.012 0.039 -0.066
C -0.003 -0.072 -0.007
N 0.069 0.077 0.054
H 0.080 -0.140 -0.063
H 0.024 0.039 -0.042
H 0.001 -0.002 -0.010
H -0.007 0.007 0.006

Calculated values
* charge: -1
* E_LUMO: 1.66 eV
* 2S+1: 1
* ΔE to the lowest compared entry with this formula, charge and spin: 0.000 eV
* energy: -92257.0275 eV

Here are the Mulliken charges for atoms 1 to 4, given in e: number 1, Pb, carries 1.598; number 2, C, carries -0.645; number 3, C, carries -0.611; number 4, C, carries 0.225